[1]
Entry from OMol25: a structure of composition C15H27N3O6Re (ωB97M-V with the def2-TZVPD basis set).

The value obtained for the HOMO energy (spin up / spin down) is -21.6 / -21.6 eV. The spin multiplicity is 4. As for the energy: -34833.6462 eV. For the lowest unoccupied orbital energy (spin up / spin down), the calculation gives -13.7046 / -15.3381 eV. The value obtained for the HOMO-LUMO gap (spin up / spin down) is 7.9 / 6.2 eV. Its charge is +4.

Each line ends with the Mulliken charge.
Atoms and positions in Å:
Re -0.32 -0.33 0.20  2.43
C -1.75 -2.99 0.42  -0.61
C -1.96 -2.57 -1.00  -0.38
O -0.87 -1.62 -1.35  -0.57
C -1.22 -0.78 -2.53  -0.48
C -2.26 0.26 -2.09  -0.49
O -2.00 0.47 -0.65  -0.49
C -2.44 1.76 -0.05  -0.53
C -2.09 1.70 1.42  -0.63
O -0.68 1.20 1.52  -0.34
C -0.04 1.19 2.85  -0.44
C 1.19 0.34 2.65  -0.61
O 0.82 -0.87 1.87  -0.50
C 0.29 -2.04 2.64  -0.47
C -1.22 -2.00 2.60  -0.51
O -1.61 -1.74 1.21  -0.80
H -0.84 -3.58 0.54  0.39
H -2.61 -3.54 0.80  0.49
H -2.91 -2.05 -1.13  0.34
H -1.90 -3.41 -1.69  0.47
H -1.59 -1.44 -3.32  0.52
H -0.28 -0.33 -2.84  0.21
H -3.30 -0.07 -2.18  0.49
H -2.11 1.20 -2.61  0.34
H -3.52 1.83 -0.17  0.50
H -1.92 2.55 -0.59  0.40
H -2.71 1.01 1.99  0.36
H -2.12 2.69 1.86  0.52
H -0.76 0.81 3.57  0.36
H 0.23 2.22 3.10  0.49
H 1.64 0.02 3.60  0.59
H 1.96 0.83 2.05  0.23
H 0.70 -2.01 3.65  0.57
H 0.70 -2.91 2.13  0.26
H -1.66 -1.20 3.19  0.22
H -1.65 -2.94 2.93  0.55
C 2.11 3.60 -2.22  -0.83
N 2.31 2.18 -1.80  0.06
C 3.48 1.53 -2.04  -0.12
C 3.68 0.24 -1.67  -1.14
C 2.64 -0.46 -1.00  0.97
N 1.46 0.21 -0.76  0.24
C 1.29 1.53 -1.19  0.28
O 0.19 2.02 -0.94  -0.50
N 2.80 -1.71 -0.63  -0.21
H 3.07 3.99 -2.54  0.34
H 1.75 4.17 -1.37  0.35
H 1.40 3.63 -3.04  0.35
H 4.25 2.10 -2.55  0.47
H 4.62 -0.26 -1.89  0.51
H 3.66 -2.20 -0.83  0.32
H 2.10 -2.24 -0.14  0.04

---

[2]
Entry from OMol25: a structure of composition C5H8O2 (ωB97M-V with the def2-TZVPD basis set).

The value obtained for the HOMO energy is -9.2 eV. The energy above the lowest of the compared OMol25 structures with the same formula, charge and spin is 56.8 kcal per mole. As for the energy: -9407.3685 eV. For the lowest unoccupied orbital energy, the calculation gives 0.7919 eV. The value obtained for the HOMO-LUMO gap is 10.0 eV. Its charge is 0.

Each line ends with the Mulliken charge.
Atoms and positions in Å:
C 0.89 -0.24 1.67  -1.27
C 0.45 -0.78 0.33  0.39
O -0.90 -1.30 0.32  -0.43
C -1.21 -0.54 -0.85  -0.01
C -1.15 0.93 -0.54  -0.89
C 0.11 0.16 -0.83  0.30
O 0.97 0.45 -1.87  -0.52
H 0.25 0.58 2.00  0.27
H 0.85 -1.03 2.44  0.33
H 1.92 0.12 1.62  0.34
H 1.14 -1.56 -0.02  0.27
H -1.79 -0.99 -1.64  0.38
H -1.46 1.57 -1.36  0.29
H -1.40 1.29 0.45  0.19
H 1.33 1.33 -1.72  0.35

---

[3]
Entry from OMol25: a structure of composition C13H15AuF6N2O8S2Si in a non-equilibrium geometry (ωB97M-V with the def2-TZVPD basis set).

The value obtained for the HOMO energy is -9.1 eV. The energy above the lowest of the compared OMol25 structures with the same formula, charge and spin is 48.2 kcal per mole. As for the energy: -82623.1247 eV. For the lowest unoccupied orbital energy, the calculation gives -3.7464 eV. The value obtained for the HOMO-LUMO gap is 5.4 eV. Its charge is 0.

Each line ends with the Mulliken charge.
Atoms and positions in Å:
Au -0.18 0.17 -0.76  1.33
F 0.01 3.40 -4.83  -0.22
C 0.08 2.20 -4.27  0.72
F 0.59 1.35 -5.16  -0.22
F 0.95 2.27 -3.25  -0.22
S -1.54 1.57 -3.56  0.75
O -1.11 0.34 -2.91  -0.65
O -2.45 1.40 -4.64  -0.60
N -1.85 2.75 -2.58  -0.35
S -2.45 2.53 -1.15  0.97
O -3.75 3.05 -0.93  -0.65
O -2.22 1.20 -0.61  -0.65
C -1.29 3.71 -0.22  0.79
F -0.02 3.35 -0.43  -0.21
F -1.50 3.75 1.09  -0.21
F -1.43 4.94 -0.69  -0.24
O 2.01 -0.01 -0.05  -0.59
C 2.37 -0.04 1.12  -0.20
C 1.75 0.52 2.28  0.52
C 2.42 0.46 3.51  -0.42
C 1.90 1.06 4.63  -0.40
C 0.68 1.76 4.55  -0.55
C -0.01 1.82 3.37  -0.63
C 0.48 1.18 2.18  0.28
O -0.23 1.25 1.14  -0.44
N 2.61 0.98 5.87  1.02
O 2.14 1.56 6.83  -0.63
O 3.64 0.34 5.89  -0.63
H 3.32 -0.56 1.34  0.37
H 3.36 -0.07 3.59  0.50
H 0.30 2.24 5.44  0.49
H -0.94 2.35 3.28  0.49
C -0.09 -3.46 0.61  -1.00
Si -0.47 -3.13 -1.24  0.09
C 0.12 -4.64 -2.29  -1.04
C -2.34 -2.90 -1.57  -0.96
C 0.55 -1.65 -1.78  -0.67
H -0.57 -4.37 0.97  0.36
H -0.41 -2.64 1.23  0.31
H 0.98 -3.58 0.74  0.32
H -0.38 -5.54 -1.95  0.31
H 1.19 -4.79 -2.19  0.34
H -0.11 -4.50 -3.34  0.33
H -2.93 -3.75 -1.22  0.36
H -2.51 -2.78 -2.63  0.32
H -2.70 -2.00 -1.08  0.30
H 0.44 -1.38 -2.82  0.51
H 1.61 -1.70 -1.53  0.57

---

[4]
Entry from OMol25: the molecule C3H3N3O in a non-equilibrium geometry (ωB97M-V with the def2-TZVPD basis set).

The value obtained for the HOMO energy is -9.6 eV. As for the SMILES: Oc1ccnnn1. The energy above the lowest of the compared OMol25 structures with the same formula, charge and spin is 74.7 kcal per mole. As for the energy: -9674.2160 eV. For the lowest unoccupied orbital energy, the calculation gives -0.1009 eV. The value obtained for the HOMO-LUMO gap is 9.5 eV. Its charge is 0.

Each line ends with the Mulliken charge.
Atoms and positions in Å:
C 0.03 0.41 -0.77  0.64
C -0.78 -0.75 -0.70  -0.29
C -0.56 -1.40 0.56  -0.01
H 0.25 2.08 -1.32  0.36
H -1.82 -0.61 -1.29  0.25
H -1.23 -2.25 0.88  0.35
N 0.19 -0.93 1.47  -0.24
N 0.84 0.16 1.25  -0.39
N 0.86 0.78 0.20  -0.20
O -0.32 1.39 -1.66  -0.48

---

[5]
Entry from OMol25: a structure of composition C33H32N13O4PtS in a non-equilibrium geometry (ωB97M-V with the def2-TZVPD basis set).

The value obtained for the HOMO energy (spin up / spin down) is -10.5 / -10.5 eV. The energy above the lowest of the compared OMol25 structures with the same formula, charge and spin is 0.0 kcal per mole. The spin multiplicity is 3. As for the energy: -76375.7646 eV. For the lowest unoccupied orbital energy (spin up / spin down), the calculation gives -2.5594 / -4.8943 eV. The value obtained for the HOMO-LUMO gap (spin up / spin down) is 7.9 / 5.6 eV. Its charge is +1.

Each line ends with the Mulliken charge.
Atoms and positions in Å:
Pt -1.34 -0.75 -0.43  2.84
C 1.40 -2.56 4.05  -1.10
N 0.49 -1.74 3.28  0.69
C -0.04 -1.99 2.10  0.00
N -0.81 -0.97 1.74  -0.65
C -0.68 -0.09 2.78  -0.59
N 0.10 -0.53 3.73  -0.82
C 2.82 -2.03 4.07  1.10
C 3.72 -2.59 4.97  -0.95
C 5.04 -2.16 5.01  -0.63
C 5.47 -1.17 4.15  -1.00
C 4.57 -0.59 3.26  -0.31
C 3.25 -1.04 3.21  -0.11
C 5.02 0.48 2.40  0.63
N 6.20 1.01 2.36  -0.49
N 6.18 2.00 1.43  -0.46
C 4.98 2.03 0.94  0.67
O 4.19 1.09 1.51  -0.24
C 4.50 2.95 -0.08  -0.37
C 5.41 3.84 -0.65  -1.06
C 4.99 4.73 -1.61  -0.65
C 3.66 4.75 -2.00  -0.90
C 2.74 3.87 -1.44  1.22
C 1.31 3.97 -1.93  -1.24
N 0.38 3.09 -1.24  0.98
C 0.09 1.83 -1.55  0.05
N -0.85 1.40 -0.71  -0.68
C -1.07 2.46 0.12  -0.62
N -0.34 3.50 -0.18  -1.08
C 3.16 2.96 -0.48  -0.07
H 1.39 -3.56 3.61  0.31
H 1.02 -2.62 5.07  0.47
H 0.14 -2.87 1.51  0.51
H -1.17 0.87 2.83  0.50
H 3.39 -3.36 5.66  0.44
H 5.73 -2.61 5.71  0.41
H 6.49 -0.81 4.17  0.55
H 2.58 -0.59 2.49  0.74
H 6.44 3.80 -0.32  0.55
H 5.69 5.42 -2.06  0.41
H 3.33 5.46 -2.75  0.47
H 1.27 3.71 -2.99  0.43
H 0.94 4.98 -1.78  0.39
H 0.54 1.31 -2.37  0.46
H -1.80 2.47 0.91  0.56
H 2.47 2.26 -0.04  0.74
O 1.64 0.65 -4.19  -0.65
S 1.91 -0.75 -4.00  1.16
O 3.00 -1.33 -4.69  -0.65
N 1.96 -1.02 -2.37  -0.45
C 0.87 -1.57 -1.93  0.13
O 0.59 -1.77 -0.69  -0.75
C -0.11 -1.97 -3.02  0.70
C -1.33 -2.62 -2.87  0.06
C -2.08 -2.88 -4.02  -0.91
C -1.60 -2.54 -5.27  -0.53
C -0.36 -1.90 -5.42  -0.65
C 0.35 -1.62 -4.27  -0.46
H -1.63 -3.04 -1.91  0.76
H -3.03 -3.39 -3.95  0.45
H -2.17 -2.79 -6.16  0.43
H 0.01 -1.64 -6.39  0.48
C -4.19 -1.93 -0.23  -0.51
N -3.56 -0.57 -0.15  -0.14
C -3.85 -0.04 1.21  -0.38
N -5.27 0.02 1.48  0.17
C -5.82 -1.33 1.38  -0.66
N -5.60 -1.88 0.04  0.07
C -6.24 -1.00 -0.94  -0.75
N -5.69 0.35 -0.88  0.05
C -4.26 0.31 -1.14  -0.58
C -5.91 0.88 0.47  -0.68
H -3.69 -2.58 0.49  0.22
H -4.05 -2.32 -1.24  0.17
H -3.42 0.96 1.29  -0.05
H -3.38 -0.70 1.95  0.21
H -6.90 -1.29 1.57  0.36
H -5.35 -1.97 2.12  0.34
H -7.31 -0.96 -0.73  0.33
H -6.09 -1.40 -1.95  0.35
H -3.85 1.31 -1.06  0.25
H -4.08 -0.08 -2.14  0.29
H -6.98 0.91 0.67  0.34
H -5.50 1.89 0.54  0.34